# 1
A 2-piece molecular cluster, C5H7NO3 overall at a distorted geometry. Source: OMol25; level of theory: ωB97M-V with the def2-TZVPD basis set.

Structure (XYZ):
```
16
Properties=species:S:1:pos:R:3:lowdin_charge:R:1
H 0.0344 2.0328 -1.6465 0.077
N 0.1520 1.0317 -1.7992 0.135
C -0.6100 0.3233 -1.0976 -0.340
O -1.2395 0.7419 0.0657 -0.125
C -2.4009 0.0269 0.4788 -0.074
H -0.6672 -0.7521 -1.2583 0.127
H -3.2112 0.7499 0.5480 0.091
H -2.1875 -0.4021 1.4596 0.084
H -2.7250 -0.8093 -0.1455 0.091
O 0.4490 -0.6011 2.1020 0.148
C 1.0570 -0.3635 1.1098 -0.299
C 1.9238 -0.9336 0.0403 0.002
C 2.1913 0.4995 0.4199 -0.271
O 3.1506 1.2145 0.4781 0.132
H 1.4526 -1.0167 -0.9469 0.104
H 2.6307 -1.7423 0.1917 0.120
```

Computed properties:
LUMO: -0.55 eV
Molecular weight: 129.12 g/mol
HOMO level: -9.0 eV
Strongest force on any atom: 1.88 eV Å⁻¹
SMILES: [H]/N=C\OC.O=C1CC1=O
Gap between HOMO and LUMO: 8.44 eV
Energy above the lowest of the compared OMol25 structures with the same formula, charge and spin: 5.5101 eV


# 2
C5H7NO3 in the gas phase at a distorted geometry. Source: OMol25; level of theory: ωB97M-V with the def2-TZVPD basis set.

Structure (XYZ):
```
16
Properties=species:S:1:pos:R:3:lowdin_charge:R:1
C 0.5352 1.2459 -1.0506 -0.267
O 1.4680 0.9351 -0.1758 0.010
C 1.1904 -0.2587 0.5542 -0.208
O 1.0099 -1.4040 -0.3484 0.029
C -0.1849 -1.0114 -0.8690 -0.345
O 0.0563 0.0551 -1.8180 -0.022
C -1.0214 -0.7298 0.3904 -0.203
N -1.1424 0.6592 0.7139 0.081
C -0.1096 -0.1909 1.3682 -0.114
H -0.2708 1.9423 -0.7190 0.132
H 0.9654 1.7379 -1.9229 0.131
H 2.1849 -0.3996 1.0142 0.175
H -0.7123 -1.8321 -1.4653 0.179
H -1.9187 -1.3811 0.4674 0.164
H -1.8641 0.7558 1.3301 0.071
H -0.1858 -0.1239 2.5305 0.187
```

Computed properties:
LUMO: 0.72 eV
Molecular weight: 129.12 g/mol
HOMO level: -8.9 eV
Strongest force on any atom: 6.05 eV Å⁻¹
SMILES: C1O[C@@H]2O[C@H](O1)[C@@H]1N[C@H]21
Gap between HOMO and LUMO: 9.64 eV
Energy above the lowest of the compared OMol25 structures with the same formula, charge and spin: 5.0108 eV


# 3
A 2-piece molecular cluster, C5H7NO3S overall at a distorted geometry. Source: OMol25; level of theory: ωB97M-V with the def2-TZVPD basis set.

Structure (XYZ):
```
17
Properties=species:S:1:pos:R:3:lowdin_charge:R:1
C 0.0129 -0.9724 2.1067 -0.134
C -1.0201 0.0824 0.4680 0.003
C 0.9324 -0.9168 1.0921 -0.209
C 0.1951 -0.3400 -0.0302 -0.286
C 2.2482 -1.6490 1.2051 -0.044
N -1.8359 3.6768 -2.7115 -0.308
O 0.7686 -0.1588 -1.2342 0.058
O -2.9606 1.4569 -2.5571 -0.544
O -1.1026 -0.3146 1.8336 -0.011
S -2.1813 2.3685 -3.4186 0.855
H 0.0436 -1.3963 3.1663 0.160
H -1.7650 0.6317 -0.1026 0.112
H 2.1246 -2.8202 1.0906 0.122
H 2.8200 -1.3935 0.3669 0.040
H 2.5640 -1.3382 2.1933 0.075
H -2.0297 3.9622 -1.7720 0.005
H 1.1856 -0.8786 -1.6961 0.107
```

Computed properties:
LUMO: -0.77 eV
Molecular weight: 161.18 g/mol
HOMO level: -8.4 eV
Strongest force on any atom: 4.14 eV Å⁻¹
Gap between HOMO and LUMO: 7.60 eV
Energy above the lowest of the compared OMol25 structures with the same formula, charge and spin: 2.2735 eV


# 4
A 2-piece molecular cluster, C5H7NOS overall at a distorted geometry. Source: OMol25; level of theory: ωB97M-V with the def2-TZVPD basis set.

Structure (XYZ):
```
15
Properties=species:S:1:pos:R:3:lowdin_charge:R:1
C 1.2101 -1.4601 0.8482 -0.016
C 0.6862 -0.0374 0.9050 -0.465
C 1.2878 0.9852 -0.0918 -0.023
O -0.2480 0.2887 1.6304 0.034
H 0.4523 -1.9642 0.2552 0.065
H 2.1910 -1.5967 0.4843 0.062
H 1.0223 -1.9969 1.8110 0.102
H 0.7109 1.9062 -0.0180 0.068
H 1.1320 0.6320 -1.0863 0.065
H 2.3627 1.1742 -0.0705 0.081
N -2.1378 1.7916 -0.6999 0.181
C -2.1460 0.5976 -0.9411 -0.290
C -2.1085 -0.5956 -1.3611 -0.678
S -2.1250 -2.1071 -1.7787 0.721
H -2.2901 2.3824 0.1132 0.093
```

Computed properties:
LUMO (alpha / beta): -1.56 / -1.56 eV
Molecular weight: 129.18 g/mol
HOMO level (alpha / beta): -7.9 / -7.9 eV
Strongest force on any atom: 2.73 eV Å⁻¹
SMILES: CC(C)=O.N=C=C=S
Gap between HOMO and LUMO (alpha / beta): 6.38 / 6.38 eV
Energy above the lowest of the compared OMol25 structures with the same formula, charge and spin: 3.6405 eV


# 5
C5H7NOS as an isolated structure at a distorted geometry. Source: OMol25; level of theory: ωB97M-V with the def2-TZVPD basis set.

Structure (XYZ):
```
15
Properties=species:S:1:pos:R:3:lowdin_charge:R:1
C -2.0841 -2.0396 -0.2419 -0.125
C -1.0658 -0.9078 -0.0944 -0.293
C 0.3185 -0.9277 -0.1225 -0.222
C 1.2141 0.0994 0.1423 -0.675
C -1.5377 0.3894 0.6911 -0.151
H -1.6052 -2.5346 -1.4498 0.172
H -2.1124 -2.7805 0.8462 0.148
H -3.3520 -1.5025 -0.4611 0.164
H 0.6585 -1.9191 -0.2237 0.086
H 0.8686 1.2184 0.1866 0.084
H -1.9440 0.2066 1.8192 0.165
H -0.9574 2.8620 -0.9379 0.078
N -1.4587 1.6408 0.4919 -0.038
O -0.9669 1.9466 -0.7568 -0.064
S 2.8325 -0.1432 0.0365 0.670
```

Computed properties:
LUMO: -1.07 eV
Molecular weight: 129.18 g/mol
HOMO level: -8.6 eV
Strongest force on any atom: 4.93 eV Å⁻¹
Gap between HOMO and LUMO: 7.52 eV
Energy above the lowest of the compared OMol25 structures with the same formula, charge and spin: 7.0528 eV


# 6
C5H7NOS in the gas phase at a distorted geometry. Source: OMol25; level of theory: ωB97M-V with the def2-TZVPD basis set.

Structure (XYZ):
```
15
Properties=species:S:1:pos:R:3:lowdin_charge:R:1
C 1.8546 0.3769 1.3062 -0.124
C 0.4758 -0.0670 1.3727 -0.099
C 2.0149 1.0998 0.1736 -0.113
C -0.1398 0.3899 0.2050 -0.467
C -1.8319 -1.4925 -0.7731 -0.194
N 0.7665 1.1489 -0.5269 0.030
O -1.6709 0.9747 -1.7653 -0.556
S -1.8326 0.3520 -0.4257 0.948
H 2.5812 0.1297 2.1384 0.116
H -0.0933 -0.7150 2.1391 0.127
H 2.8226 1.6725 -0.3456 0.122
H -0.8314 -1.9031 -0.6752 0.053
H -2.2035 -1.7276 -1.6614 -0.006
H -2.2960 -1.9483 0.0959 0.046
H 0.3837 1.7091 -1.2578 0.116
```

Computed properties:
LUMO: 0.83 eV
Molecular weight: 129.18 g/mol
HOMO level: -8.5 eV
Strongest force on any atom: 5.58 eV Å⁻¹
Gap between HOMO and LUMO: 9.38 eV
Energy above the lowest of the compared OMol25 structures with the same formula, charge and spin: 2.2806 eV


# 7
C5H7NOS in the gas phase at a distorted geometry. Source: OMol25; level of theory: ωB97M-V with the def2-TZVPD basis set.

Structure (XYZ):
```
15
Properties=species:S:1:pos:R:3:lowdin_charge:R:1
C 2.7450 -0.6175 0.1032 0.032
C 1.4214 -0.9561 -0.1305 -0.151
N 0.2682 -0.2401 -0.2384 -0.099
O -0.8823 -1.1388 -0.1607 -0.065
C -1.9318 -0.3313 0.3534 -0.185
C -1.6331 1.0372 -0.2131 -0.147
C -0.0876 1.0147 -0.1724 -0.808
S 0.8091 2.3989 -0.0012 0.636
H 3.4341 -1.4900 0.0412 0.052
H 3.2716 0.3432 0.4259 0.065
H 1.1836 -1.9962 -0.4633 0.132
H -2.8005 -0.6402 -0.2315 0.122
H -2.0245 -0.5412 1.4592 0.149
H -1.8331 1.9098 0.5067 0.127
H -1.9400 1.2476 -1.2786 0.142
```

Computed properties:
LUMO: 0.30 eV
Molecular weight: 129.18 g/mol
HOMO level: -8.4 eV
Strongest force on any atom: 3.64 eV Å⁻¹
SMILES: C=CN1OCCC1=S
Gap between HOMO and LUMO: 8.71 eV
Energy above the lowest of the compared OMol25 structures with the same formula, charge and spin: 3.7003 eV


# 8
C5H7NOS in the gas phase at a distorted geometry. Source: OMol25; level of theory: ωB97M-V with the def2-TZVPD basis set.

Structure (XYZ):
```
15
Properties=species:S:1:pos:R:3:lowdin_charge:R:1
C -2.5124 -0.9516 -0.0014 -0.002
C -1.1277 -0.4294 -0.0038 -0.401
N -0.7201 0.8056 -0.0037 0.168
C 0.6622 0.7462 -0.0030 -0.359
C 1.5254 1.9602 0.0031 -0.046
C 1.0206 -0.5583 -0.0034 -0.617
S 2.5881 -1.3538 -0.0058 0.850
O -0.1120 -1.3258 -0.0081 0.036
H -2.6958 -1.5621 -0.8865 0.083
H -3.2201 -0.0859 -0.0033 0.101
H -2.7027 -1.5530 0.8935 0.085
H 2.1557 2.0155 -0.9006 0.080
H 0.8683 2.8713 -0.0164 0.092
H 2.1796 1.9679 0.9034 0.087
H 2.0908 -2.5468 0.0359 -0.156
```

Computed properties:
LUMO: 0.72 eV
Molecular weight: 129.18 g/mol
HOMO level: -8.1 eV
Strongest force on any atom: 1.41 eV Å⁻¹
SMILES: Cc1nc(C)c(S)o1
Gap between HOMO and LUMO: 8.83 eV
Energy above the lowest of the compared OMol25 structures with the same formula, charge and spin: 0.5321 eV


# 9
A 2-piece molecular cluster, C5H7NOS overall at a distorted geometry. Source: OMol25; level of theory: ωB97M-V with the def2-TZVPD basis set.

Structure (XYZ):
```
15
Properties=species:S:1:pos:R:3:lowdin_charge:R:1
C -2.3609 -0.4001 0.6702 -0.667
C -1.2210 0.5095 -0.0835 -0.259
C 0.2838 0.2170 0.3915 -0.319
C 1.1694 1.0426 -0.1439 -0.117
C 1.8636 -1.2116 -0.6311 -0.283
H -2.7346 -0.7426 2.2334 0.214
H -1.0613 0.4261 -1.3020 0.151
H -1.3826 1.6501 0.3545 0.148
H 0.4498 -0.2299 1.3869 0.162
H 2.0539 1.3184 0.2250 0.090
H 0.9029 1.8964 -0.8249 0.146
H 2.6018 -1.3807 -1.3643 0.120
N 1.0038 -0.2651 -0.7803 0.006
O 1.7503 -1.9550 0.4099 -0.017
S -3.3191 -0.8752 -0.5415 0.624
```

Computed properties:
LUMO: -0.30 eV
Molecular weight: 129.18 g/mol
HOMO level: -8.5 eV
Strongest force on any atom: 8.10 eV Å⁻¹
Gap between HOMO and LUMO: 8.20 eV
Energy above the lowest of the compared OMol25 structures with the same formula, charge and spin: 7.6050 eV


# 10
A 2-piece molecular cluster, C5H7NOS2 overall at a distorted geometry. Source: OMol25; level of theory: ωB97M-V with the def2-TZVPD basis set.

Structure (XYZ):
```
16
Properties=species:S:1:pos:R:3:lowdin_charge:R:1
C 0.5126 -2.3389 -0.1125 -0.062
C 1.1614 -1.3068 0.3153 0.047
C -2.3014 -0.3563 -1.1130 -0.709
C 0.0621 0.3777 -0.6600 -0.312
C 0.5340 2.0338 1.0979 -0.251
N -1.0514 0.1328 -1.0713 -0.017
O 2.4287 1.5022 -0.6998 -0.510
S -3.2455 -0.7125 0.2123 0.567
S 1.0238 1.8918 -0.6382 0.850
H 0.7720 -3.2347 0.3432 0.037
H -0.4243 -2.3026 -0.7246 0.068
H 2.0013 -1.0997 0.9214 0.051
H -2.6912 -0.4993 -2.1071 0.054
H 1.2273 2.7017 1.5696 0.043
H 0.6299 0.9933 1.4290 0.020
H -0.6393 2.2175 1.2379 0.123
```

Computed properties:
LUMO: -0.76 eV
Molecular weight: 161.25 g/mol
HOMO level: -8.4 eV
Strongest force on any atom: 4.57 eV Å⁻¹
Gap between HOMO and LUMO: 7.65 eV
Energy above the lowest of the compared OMol25 structures with the same formula, charge and spin: 5.4084 eV


# 11
C5H7NS in the gas phase at a distorted geometry. Source: OMol25; level of theory: ωB97M-V with the def2-TZVPD basis set.

Structure (XYZ):
```
14
Properties=species:S:1:pos:R:3:lowdin_charge:R:1
C -0.2530 1.4912 -0.2448 -0.209
C -0.3786 0.1551 -1.1275 -0.471
S -1.4909 -0.6072 0.0959 0.852
C -0.3473 0.5697 1.0117 -0.440
C 1.0823 -0.2886 0.9541 -0.191
N 2.1015 -0.1619 -0.0328 -0.016
C 0.9344 -0.6225 -0.6688 -0.323
H -1.1905 2.1145 -0.6627 0.146
H 0.6496 2.0309 -0.0352 0.081
H -0.4153 0.0771 -2.1892 0.088
H -0.6287 0.9854 1.9913 0.095
H 0.8609 -1.2659 1.5645 0.142
H 2.5511 0.6911 -0.4183 0.126
H 1.0902 -1.6132 -1.1034 0.120
```

Computed properties:
LUMO: 0.76 eV
Molecular weight: 113.18 g/mol
HOMO level: -8.2 eV
Strongest force on any atom: 4.96 eV Å⁻¹
SMILES: C1[C@@H]2S[C@H]1[C@@H]1N[C@@H]12
Gap between HOMO and LUMO: 8.95 eV
Energy above the lowest of the compared OMol25 structures with the same formula, charge and spin: 4.4529 eV


# 12
C5H7NS2 as an isolated structure at a distorted geometry. Source: OMol25; level of theory: ωB97M-V with the def2-TZVPD basis set.

Structure (XYZ):
```
15
Properties=species:S:1:pos:R:3:lowdin_charge:R:1
C 1.6305 0.1296 0.1132 -0.891
C 0.6673 0.0728 -1.1644 -0.533
C -0.4896 -0.8712 -1.1602 -0.214
C -0.7291 0.2123 1.2456 -0.244
C 0.7001 0.9588 0.8134 -0.516
H 1.2048 -0.1038 -2.0081 0.057
H -1.0443 -0.8893 -2.1953 0.149
H -0.2528 -1.8729 -0.9478 0.085
H -2.5135 -0.7513 0.2351 0.211
H -0.6550 -0.5660 2.3078 0.156
H -1.4761 0.9083 1.7044 0.085
H 0.9049 1.4078 1.8402 0.127
N -1.3664 -0.4070 0.0107 -0.170
S 3.1909 -0.0595 -0.0128 0.763
S 0.2281 1.8314 -0.7817 0.935
```

Computed properties:
LUMO: -0.23 eV
Molecular weight: 145.25 g/mol
HOMO level: -8.4 eV
Strongest force on any atom: 6.13 eV Å⁻¹
Gap between HOMO and LUMO: 8.16 eV
Energy above the lowest of the compared OMol25 structures with the same formula, charge and spin: 4.2665 eV